[1]
5
Properties=species:S:1:pos:R:3:forces:R:3:lowdin_charge:R:1 method="wB97M-V/def2-TZVPD" e_above_lowest_kcal_mol=8.1 smiles=N#[N+][S-].N#N max_force_ev_per_a=8.27 homo_ev=-10.05
N -1.1089 0.7588 -1.3153 -1.3388 0.2085 0.6886 0.149
N -1.8895 0.4309 -0.5598 5.6970 2.3651 -5.5138 -0.878
S -2.7176 -0.1908 0.4599 -4.3688 -2.5677 4.8219 0.698
N 0.9566 -0.5767 0.6803 1.4556 -0.3542 -0.9775 0.007
N 1.8541 -0.7967 0.0819 -1.4449 0.3482 0.9808 0.024

=====

[2]
21
Properties=species:S:1:pos:R:3:forces:R:3:lowdin_charge:R:1 method="wB97M-V/def2-TZVPD" e_above_lowest_kcal_mol=153.0 charge=-3 max_force_ev_per_a=7.77 homo_ev=-1.43
Pb -8.0354 -5.7114 13.6113 -0.0607 -0.4132 0.0050 1.603
N -10.0266 -9.6554 16.1511 0.5634 1.4264 -2.5988 -0.683
O -8.7946 -9.5772 15.9784 0.8271 -0.5347 0.9836 -0.095
O -10.7125 -8.9016 15.4284 -0.9127 1.0643 -0.3988 -0.103
O -10.5864 -10.4406 16.8707 -0.2295 -1.5314 1.7815 -0.031
N -5.5751 -1.5307 9.8693 -0.1367 0.9910 -0.8901 -0.743
O -4.9450 -1.8128 8.8890 2.2937 -2.5561 -3.3098 -0.067
O -5.5926 -0.3444 10.1176 -0.9396 3.0861 2.4568 -0.080
O -6.1995 -2.3704 10.4877 -1.2408 -1.5807 1.8558 -0.076
N -5.6615 -4.1085 18.0081 -0.1148 2.1083 -0.2663 -0.776
O -6.1699 -3.1907 17.4113 -2.0348 3.7269 -0.7324 -0.057
O -5.2999 -4.0571 19.1424 0.7869 0.8269 4.2894 -0.024
O -5.4521 -5.0736 17.3774 1.1454 -6.7673 -3.6393 -0.033
N -13.1273 -3.3453 13.2900 3.0221 -0.1045 -2.6705 -0.661
O -14.2999 -3.1387 13.5340 -0.7302 0.0301 0.7390 -0.039
O -12.7035 -3.5980 12.1224 -1.6016 -0.2567 -0.5090 -0.111
O -12.1767 -3.2636 14.0887 -0.4527 0.1857 2.4512 -0.092
N -6.3268 -8.7179 9.9806 -0.5223 -1.4018 -1.6966 -0.662
O -5.8868 -9.5452 9.1213 -1.2710 0.8923 -0.0110 -0.101
O -5.6253 -8.4974 10.9307 1.6230 1.0463 2.7373 -0.065
O -7.4546 -8.1666 9.9096 -0.0143 -0.2378 -0.5770 -0.102

=====

[3]
23
Properties=species:S:1:pos:R:3:forces:R:3:lowdin_charge:R:1 method="wB97M-V/def2-TZVPD" e_above_lowest_kcal_mol=0.0 charge=+7 max_force_ev_per_a=7.28 homo_ev=-31.20
Zr 1.7124 -2.1805 -3.3884 -2.3080 0.3701 0.6045 2.417
Zr 2.9802 3.4172 -0.3361 -2.1006 -2.6368 3.7067 2.542
Zr -2.5310 -0.6556 0.8796 0.6193 1.2958 -5.1150 2.520
N 0.6902 -2.2714 1.6447 0.7903 -1.0296 2.6046 -0.466
O 1.6126 -1.5934 2.0730 -0.7107 0.1191 -0.9791 0.341
O 0.8433 -3.4776 1.7647 -0.0857 0.2193 -0.6372 0.448
O -0.4259 -1.8259 1.2719 -1.6775 1.1449 -0.7368 -0.061
N -1.5577 -2.6803 -1.3449 1.5224 -4.3914 0.4603 -0.403
O -0.4618 -2.4047 -1.9333 0.6717 1.8303 -0.8027 -0.102
O -2.3843 -1.7297 -0.9277 -0.0196 2.6300 2.3440 -0.128
O -1.7929 -3.8005 -1.0551 -0.7189 1.0684 -0.2973 0.346
N 0.8461 0.5998 -1.1863 -1.1943 -0.5520 -1.3711 -0.391
O 1.7452 1.5465 -0.9126 -0.0232 0.5806 0.2110 -0.171
O 0.8948 0.0524 -2.3344 2.0844 -0.3459 0.1708 -0.062
O -0.0819 0.2909 -0.4757 2.1974 1.4618 0.3699 0.062
N -2.6338 1.8101 -1.3447 -0.3373 3.3675 -5.7511 -0.431
O -2.2982 1.2318 -2.3622 0.2251 -1.1500 1.2546 0.208
O -2.5330 1.1021 -0.2064 -0.4378 -4.6979 5.5485 -0.192
O -2.9759 2.9494 -1.3432 -0.0560 -1.2100 1.9821 0.355
N 2.0407 2.3991 2.9295 0.2617 -1.1737 5.3642 -0.472
O 2.3741 2.6950 1.7139 1.8208 2.1645 -6.6224 -0.098
O 2.6510 1.4281 3.3590 -0.6886 1.0926 -1.2584 0.343
O 1.2863 3.0972 3.5148 0.1652 -0.1576 -1.0501 0.395

=====

[4]
6
Properties=species:S:1:pos:R:3:forces:R:3:lowdin_charge:R:1 method="wB97M-V/def2-TZVPD" e_above_lowest_kcal_mol=51.7 smiles="O=S(=O)=[N+]([O-])[O-]" charge=-1 max_force_ev_per_a=7.29 homo_ev=-4.82
O -1.8916 0.5114 0.3872 0.2695 0.0451 -0.0158 -0.510
S -0.8634 -0.5007 0.5988 -1.5050 -0.7574 0.6239 0.710
O -0.9844 -1.6567 -0.2727 0.3106 0.3814 0.0604 -0.484
N 0.7962 0.4973 -0.0464 5.0014 -1.1468 -5.1798 -0.347
O 1.4573 1.1446 0.7161 -1.1837 -0.7532 -0.9940 -0.058
O 1.4859 0.0041 -1.3830 -2.8928 2.2309 5.5054 -0.313

=====

[5]
6
Properties=species:S:1:pos:R:3:forces:R:3:lowdin_charge:R:1 method="wB97M-V/def2-TZVPD" e_above_lowest_kcal_mol=0.0 charge=+1 max_force_ev_per_a=6.82 homo_ev="-13.97 / -17.61" multiplicity=3
N 0.1150 -1.1953 -0.0580 0.3507 -1.9522 -1.2379 -0.181
O -0.0686 -1.8417 0.8231 -0.4730 -0.0776 2.3439 0.437
O 0.4558 2.6521 -0.1502 5.2711 3.5262 -2.5112 -0.231
O 0.3811 -1.0230 -1.1216 0.7735 0.7760 -1.9570 0.409
O -0.5286 0.5387 0.3619 -1.1874 0.6716 1.0707 -0.469
S -0.6915 2.0349 0.3896 -4.7350 -2.9439 2.2915 1.036

=====

[6]
7
Properties=species:S:1:pos:R:3:forces:R:3:lowdin_charge:R:1 method="wB97M-V/def2-TZVPD" e_above_lowest_kcal_mol=47.2 smiles="O=[N+]([O-])S(=O)(=O)[S-]" charge=-1 max_force_ev_per_a=4.00 homo_ev=-5.00
O 1.0114 -1.2685 -0.4010 0.4860 -0.2436 -0.1079 0.010
N 0.4882 -0.5805 0.4373 0.0699 -0.2305 -0.1969 -0.515
O 0.5412 -0.7472 1.6293 0.2421 0.1454 0.2248 -0.026
S -0.6505 0.7802 -0.2585 1.0785 3.0389 -2.3613 0.194
O 0.1224 2.0850 -0.1341 -1.4836 -3.4856 -0.1273 -0.457
O -0.8496 0.2890 -1.6363 0.5218 0.6774 1.9552 -0.436
S -2.1246 0.5786 0.9002 -0.9146 0.0981 0.6134 0.231

=====

[7]
7
Properties=species:S:1:pos:R:3:forces:R:3:lowdin_charge:R:1 method="wB97M-V/def2-TZVPD" e_above_lowest_kcal_mol=50.0 smiles="O=[N+]([O-])S(=O)(=O)[S-]" charge=-1 max_force_ev_per_a=3.14 homo_ev=-4.84
O 1.6128 -0.3506 -1.0764 -0.0676 -0.7037 1.4990 -0.021
N 0.9157 -0.5751 -0.0908 -1.1733 1.9762 -1.9827 -0.507
O 0.8335 -1.5122 0.6208 1.6873 -2.3499 0.9239 0.019
S -0.6863 0.4044 0.1795 -1.4697 -0.5019 -1.6103 0.188
O -1.4810 -0.4737 -0.7493 1.1687 1.6789 2.3818 -0.439
O -0.8732 0.3496 1.6206 -0.0996 -0.4705 -1.1052 -0.422
S -0.3216 2.1575 -0.5045 -0.0458 0.3710 -0.1065 0.183

=====

[8]
2
Properties=species:S:1:pos:R:3:forces:R:3:lowdin_charge:R:1 method="wB97M-V/def2-TZVPD" e_above_lowest_kcal_mol=3.9 smiles="O=O" max_force_ev_per_a=4.58 homo_ev=-10.49
O 0.0000 0.0000 0.6323 0.0000 0.0000 -4.5838 0.000
O 0.0000 0.0000 -0.6323 0.0000 0.0000 4.5838 0.000

=====

[9]
2
Properties=species:S:1:pos:R:3:forces:R:3:lowdin_charge:R:1 method="wB97M-V/def2-TZVPD" e_above_lowest_kcal_mol=268.1 charge=+1 max_force_ev_per_a=7.26 homo_ev="-23.45 / -22.03" multiplicity=2
O 0.0000 0.0000 1.0893 0.0000 0.0000 -7.2648 0.500
O 0.0000 0.0000 -1.0893 0.0000 0.0000 7.2648 0.500

=====

[10]
2
Properties=species:S:1:pos:R:3:forces:R:3:lowdin_charge:R:1 method="wB97M-V/def2-TZVPD" e_above_lowest_kcal_mol=241.3 charge=+1 max_force_ev_per_a=8.67 homo_ev="-23.90 / -22.48" multiplicity=2
O 0.9852 -0.1437 0.2038 -8.4082 1.2262 -1.7394 0.500
O -0.9852 0.1437 -0.2038 8.4082 -1.2262 1.7394 0.500

=====

[11]
4
Properties=species:S:1:pos:R:3:forces:R:3:lowdin_charge:R:1 method="wB97M-V/def2-TZVPD" e_above_lowest_kcal_mol=92.7 smiles="O=S(=O)=O" max_force_ev_per_a=11.68 homo_ev=-11.65
O 0.5496 0.1130 -0.7498 -1.5367 -4.1806 -0.2707 -0.274
S 0.4192 0.0851 0.7250 2.3140 10.4755 -4.6142 0.829
O -0.5365 1.1792 1.0417 -2.6148 -3.0655 1.8090 -0.275
O 1.6844 0.7394 1.0998 1.8375 -3.2293 3.0759 -0.280

=====

[12]
6
Properties=species:S:1:pos:R:3:forces:R:3:lowdin_charge:R:1 method="wB97M-V/def2-TZVPD" max_force_ev_per_a=7.33 homo_ev="-8.79 / -8.30" multiplicity=2
Sn 2.0484 1.9962 0.1912 -2.7318 -2.4792 0.2785 1.209
P -0.6476 -0.3637 -0.1826 0.5074 -0.4892 -0.3892 -0.037
O 0.7802 -0.6348 0.2117 7.2509 -1.0547 0.0583 -0.294
O -0.6494 0.8674 0.7932 -1.4415 3.1632 -0.7931 -0.392
O -1.0763 -1.5466 0.6951 -1.7434 0.2853 -1.1505 -0.195
O -0.4553 -0.3184 -1.7086 -1.8417 0.5746 1.9960 -0.292

=====

[13]
11
Properties=species:S:1:pos:R:3:forces:R:3:lowdin_charge:R:1 method="wB97M-V/def2-TZVPD" e_above_lowest_kcal_mol=13.6 charge=-3 max_force_ev_per_a=2.97 homo_ev=2.07
Rb 0.0106 0.3335 -1.6061 0.3158 -0.2261 0.9669 0.988
S -2.4920 1.6658 0.3287 -1.9646 0.5493 2.1614 0.142
O -2.5400 1.2256 1.7537 0.7549 -0.2205 -0.5025 -0.481
O -3.7516 2.4679 0.1572 0.4516 0.1083 -1.0230 -0.521
O -1.2866 2.4991 0.0619 0.2960 -0.0721 -0.4985 -0.539
O -2.4928 0.4894 -0.5843 0.0280 -0.1473 -0.5240 -0.615
S 2.4964 -1.7183 -0.0125 1.0046 -1.6780 0.2313 0.147
O 2.8121 -0.7419 -1.1047 -0.2282 0.4387 -0.2496 -0.573
O 1.0829 -1.5445 0.4069 0.0656 0.2666 -0.2059 -0.526
O 2.7139 -3.1156 -0.5253 -0.4097 0.2994 -0.3636 -0.524
O 3.4470 -1.5609 1.1245 -0.3140 0.6819 0.0073 -0.497

=====

[14]
2
Properties=species:S:1:pos:R:3:forces:R:3:lowdin_charge:R:1 method="wB97M-V/def2-TZVPD" e_above_lowest_kcal_mol=1.0 smiles="O=S" max_force_ev_per_a=2.16 homo_ev=-8.92
O 0.0000 0.0000 -0.7604 0.0000 0.0000 2.1598 -0.696
S 0.0000 0.0000 0.7604 0.0000 0.0000 -2.1598 0.696

=====

[15]
4
Properties=species:S:1:pos:R:3:forces:R:3:lowdin_charge:R:1 method="wB97M-V/def2-TZVPD" e_above_lowest_kcal_mol=90.4 max_force_ev_per_a=2.71 homo_ev=-7.65
O -1.2501 0.6221 0.0595 2.5706 0.8416 0.0798 -1.023
S -2.5793 -0.0640 -0.0323 -0.7665 -1.0536 -0.0751 0.633
S 2.4782 0.2301 -0.0274 -0.8666 0.0431 0.0458 0.110
S 0.7262 -0.4771 0.0299 -0.9376 0.1690 -0.0504 0.280

=====

[16]
2
Properties=species:S:1:pos:R:3:forces:R:3:lowdin_charge:R:1 method="wB97M-V/def2-TZVPD" e_above_lowest_kcal_mol=0.3 max_force_ev_per_a=0.95 homo_ev=-8.36
S 0.7224 -0.5282 0.3369 -0.7150 0.5228 -0.3334 0.000
S -0.7224 0.5282 -0.3369 0.7150 -0.5228 0.3334 0.000